[1]
The following is a DFT calculation (the ωB97M-V functional and the def2-TZVPD basis) of C5H10O2 in the gas phase.

Summary:
molecular weight = 102.13 g mol⁻¹
charge = 0
relative energy (zero: lowest compared OMol25 entry of this formula, charge and spin) = 160.0 kJ/mol
SMILES = OC[C@H]1CCOC1
orbital gap = 10.38 eV
LUMO = 0.85 eV
HOMO level = -9.5 eV
energy = -346.9645 Eh

Geometry as XYZ:
```
17
Properties=species:S:1:pos:R:3:forces:R:3
O 2.513 0.032 0.965 0.20 -0.08 0.04
C 1.623 -0.585 0.056 -0.33 -0.18 -0.32
C 0.171 -0.236 0.333 -0.04 -0.10 -0.01
C -0.394 1.179 0.143 0.07 0.03 -0.03
C -1.900 0.875 0.012 -0.03 0.32 0.12
O -2.015 -0.457 -0.483 -0.15 -0.01 -0.04
C -0.716 -0.962 -0.679 0.22 -0.23 -0.02
H 3.338 -0.469 0.923 -0.13 0.29 0.11
H 1.874 -0.331 -0.989 0.00 0.04 0.22
H 1.688 -1.685 0.155 0.07 0.27 -0.11
H -0.065 -0.561 1.356 -0.05 -0.09 -0.18
H -0.188 1.876 0.961 0.04 -0.18 -0.11
H -0.013 1.617 -0.788 0.00 -0.06 0.14
H -2.414 1.555 -0.678 0.11 -0.03 0.14
H -2.406 0.918 0.986 0.09 0.05 -0.16
H -0.359 -0.717 -1.696 -0.04 -0.13 0.14
H -0.737 -2.050 -0.576 -0.04 0.09 0.07
```
Positions in Å, forces in eV/Å.

Atomic partial charges in e from the Löwdin method, atoms 1 to 2: -0.06, -0.25



[2]
The following is a DFT calculation (the ωB97M-V functional and the def2-TZVPD basis) of a molecular structure, C5H10O2 at a distorted geometry.

Summary:
molecular weight = 102.13 g mol⁻¹
charge = 0
relative energy (zero: lowest compared OMol25 entry of this formula, charge and spin) = 558.9 kJ/mol
orbital gap (spin up / spin down) = 6.56 / 7.78 eV
LUMO (spin up / spin down) = 0.02 / 0.57 eV
HOMO level (spin up / spin down) = -6.5 / -7.2 eV
energy = -346.8126 Eh

Geometry as XYZ:
```
17
Properties=species:S:1:pos:R:3:forces:R:3
C -0.908 -1.571 -0.314 -0.40 0.81 1.02
C -1.262 -0.380 0.388 0.13 -0.77 -0.60
C 0.359 1.251 -1.180 -0.45 -0.09 0.05
C 0.372 0.636 0.209 1.83 -1.30 -1.04
C 0.834 1.430 1.230 0.09 -0.51 0.35
O -0.637 -2.748 0.251 -0.25 -0.04 -0.05
O 1.128 -0.754 0.143 -0.77 0.32 0.26
H -0.698 -2.677 1.214 0.07 0.08 -0.12
H 1.788 -0.890 -0.559 -0.12 1.01 0.25
H -0.872 -1.616 -1.392 -0.01 -0.02 -0.03
H -2.053 0.204 -0.072 0.26 0.23 -0.14
H -1.443 -0.530 1.450 0.19 0.10 0.06
H 0.308 0.501 -1.971 -0.12 -0.04 0.08
H 1.254 1.845 -1.366 0.08 0.01 0.15
H -0.508 1.908 -1.276 0.06 -0.01 -0.09
H 0.983 1.038 2.225 0.04 -0.23 0.00
H 1.355 2.352 1.022 -0.63 0.45 -0.13
```
Positions in Å, forces in eV/Å.

Atomic partial charges in e from the Löwdin method, atoms 1 to 2: -0.19, -0.05